# 1
A molecular structure, C17H21CuN4O3 at a distorted geometry, computed with ωB97M-V/def2-TZVPD.

Properties
Orbital gap (alpha / beta): 4.763 / 3.271 eV
⟨S²⟩: 0.7629

The geometry in ORCA input format:
```
! RIJCOSX wB97M-V def2-TZVPD def2/J DEFGRID3
* xyz 1 2
Cu 5.110 2.120 15.070
O 1.018 1.198 15.569
C 1.921 2.231 15.637
O 2.965 2.106 14.895
O 1.686 3.121 16.439
H 1.612 0.563 15.123
N -0.374 -1.708 14.724
C 0.620 -2.432 15.292
C 1.777 -2.215 14.582
C 1.429 -1.221 13.617
C 0.097 -0.896 13.725
H -1.258 -1.608 15.192
H 0.415 -3.047 16.153
H 2.734 -2.670 14.763
H 2.175 -1.000 12.867
H -0.526 -0.140 13.283
N 0.673 2.935 19.383
C -0.310 3.864 19.301
C -0.099 4.806 20.338
C 1.217 4.683 20.686
C 1.698 3.468 20.072
H 0.688 2.031 18.915
H -1.107 3.752 18.582
H -0.791 5.559 20.676
H 1.854 5.276 21.321
H 2.600 2.894 20.209
N 2.970 0.148 20.264
C 2.833 -0.067 18.924
C 1.479 -0.191 18.662
C 0.850 -0.134 19.920
C 1.743 0.263 20.888
H 3.834 0.119 20.778
H 3.716 -0.210 18.326
H 0.979 -0.319 17.716
H -0.222 -0.246 20.019
H 1.645 0.434 21.945
N 1.662 2.363 12.281
C 2.113 1.788 11.123
C 1.234 1.991 10.102
C 0.179 2.776 10.658
C 0.518 3.042 11.962
H 2.081 2.283 13.197
H 3.051 1.259 11.204
H 1.352 1.555 9.125
H -0.666 3.229 10.166
H -0.062 3.690 12.600
*
```

Atomic partial charges in e from the natural (NBO) method, atoms 1 to 4: Cu 0.948; O -0.715; C 0.967; O -0.975


# 2
A molecular structure, C35H31FMnN7O11, computed with ωB97M-V/def2-TZVPD.

Properties
Orbital gap (alpha / beta): 1.930 / 1.943 eV
⟨S²⟩: 1.0098

The geometry in ORCA input format:
```
! RIJCOSX wB97M-V def2-TZVPD def2/J DEFGRID3
* xyz -1 2
Mn 0.240 0.837 2.929
O 1.529 2.273 8.681
C 1.236 2.029 7.528
C 0.294 0.950 7.056
O -0.304 0.132 7.756
C 0.273 1.069 5.615
C 1.157 2.076 5.156
O 1.305 2.270 3.907
C 1.771 2.751 6.303
O 2.557 3.683 6.316
O -0.396 0.371 4.783
O 3.294 -1.898 2.286
C 2.226 -1.283 2.325
O 1.766 -0.548 3.246
C 1.296 -1.454 1.122
C 1.679 -2.325 0.068
C 0.840 -2.493 -0.988
C -0.397 -1.802 -1.009
C -1.337 -1.922 -2.057
C -2.525 -1.241 -2.007
C -2.830 -0.430 -0.894
C -1.945 -0.302 0.142
C -0.703 -0.972 0.097
N 0.163 -0.807 1.137
H 2.634 -2.820 0.169
H 1.089 -3.162 -1.809
H -1.123 -2.605 -2.877
H -3.252 -1.354 -2.803
H -3.790 0.067 -0.832
H -2.193 0.268 1.029
C -1.481 3.891 -4.050
C -1.961 2.724 -3.197
N -1.089 2.458 -2.063
C -1.479 2.852 -0.814
C -0.804 2.620 0.334
C -1.582 2.889 1.627
O -2.470 3.741 1.555
O -1.311 2.120 2.588
C 0.485 1.995 0.266
O 1.206 1.689 1.219
C 0.933 1.623 -1.093
C 2.134 0.920 -1.195
C 2.478 0.374 -2.394
F 3.599 -0.400 -2.506
C 1.673 0.512 -3.521
C 0.504 1.237 -3.441
C 0.111 1.796 -2.216
N 1.971 -0.207 -4.729
C 3.303 -0.019 -5.270
C 3.339 -0.588 -6.673
N 2.993 -2.055 -6.581
C 1.637 -2.270 -5.953
C 1.643 -1.618 -4.589
H -2.163 4.057 -4.885
H -0.483 3.709 -4.451
H -1.443 4.802 -3.452
H -2.065 1.811 -3.788
H -2.948 2.937 -2.791
H -2.441 3.345 -0.741
H 2.723 0.770 -0.297
H -0.101 1.323 -4.331
H 4.088 -0.502 -4.669
H 3.537 1.045 -5.307
H 4.323 -0.508 -7.131
H 2.584 -0.132 -7.311
H 3.695 -2.512 -5.991
H 3.037 -2.494 -7.500
H 1.460 -3.343 -5.902
H 0.912 -1.798 -6.613
H 2.350 -2.147 -3.927
H 0.654 -1.714 -4.137
C -2.661 -2.395 6.525
N -2.722 -1.841 5.201
C -3.925 -1.342 4.587
C -3.407 -0.931 3.198
O -4.120 -0.470 2.324
N -2.064 -1.160 3.152
C -1.728 -1.745 4.297
N -0.498 -2.258 4.526
H -3.247 -1.774 7.203
H -1.641 -2.379 6.901
H -3.044 -3.422 6.561
H -4.322 -0.467 5.106
H -4.707 -2.103 4.508
H 0.201 -1.780 3.961
H -0.216 -2.223 5.496
*
```

Atomic partial charges in e from the Mulliken method, atoms 1 to 4: Mn 1.589; O -0.686; C 0.292; C -0.241


# 3
A single C6H11N molecule at a distorted geometry, computed with ωB97M-V/def2-TZVPD.

Properties
SMILES: [H]/N=C1\C[C@@H]1CCC
Energy relative to the best compared isomer or geometry (same formula, charge and spin): 69.6 kcal per mole
Orbital gap: 10.079 eV

The geometry in ORCA input format:
```
! RIJCOSX wB97M-V def2-TZVPD def2/J DEFGRID3
* xyz 0 1
H 2.809 1.734 0.899
N 1.910 2.126 1.272
C 1.555 0.949 0.980
C 2.360 -0.220 0.369
C 0.862 -0.263 0.744
C -0.116 -0.362 -0.388
C -1.539 -0.063 0.056
C -2.536 -0.248 -1.078
H 2.585 -0.254 -0.702
H 3.035 -0.834 0.968
H 0.665 -0.850 1.634
H -0.026 -1.380 -0.784
H 0.186 0.323 -1.196
H -1.591 0.961 0.449
H -1.791 -0.728 0.893
H -3.559 -0.059 -0.742
H -2.319 0.438 -1.905
H -2.490 -1.270 -1.472
*
```

Atomic partial charges in e from the natural (NBO) method, atoms 1 to 4: H 0.385; N -0.550; C 0.273; C -0.577


# 4
A molecular structure, C5H7N3 at a distorted geometry, computed with ωB97M-V/def2-TZVPD.

Properties
Energy relative to the best compared isomer or geometry (same formula, charge and spin): 199.7 kcal per mole
Orbital gap: 8.219 eV

The geometry in ORCA input format:
```
! RIJCOSX wB97M-V def2-TZVPD def2/J DEFGRID3
* xyz 0 1
C 1.934 -0.193 0.389
C 0.399 -0.350 0.007
C -0.401 -1.427 0.465
C -1.716 -1.166 0.323
C -0.571 0.621 -0.364
H 2.071 -0.825 1.646
H 2.795 -0.913 -0.580
H 1.984 1.273 0.452
H -0.525 -2.434 0.875
H -2.679 -1.633 0.170
H -2.693 0.873 -0.195
H 1.414 1.761 -1.127
N -1.843 0.084 -0.238
N -0.639 1.888 -0.674
N 0.471 2.439 -1.148
*
```

Atomic partial charges in e from the natural (NBO) method, atoms 1 to 4: C -0.666; C -0.116; C -0.326; C -0.042


# 5
A molecular structure, C3H4AgLiO3 at a distorted geometry, computed with ωB97M-V/def2-TZVPD.

Properties
Energy relative to the best compared isomer or geometry (same formula, charge and spin): 69.8 kcal per mole
Orbital gap (alpha / beta): 3.746 / 7.695 eV
⟨S²⟩: 0.7539

The geometry in ORCA input format:
```
! RIJCOSX wB97M-V def2-TZVPD def2/J DEFGRID3
* xyz 1 2
H 3.498 -1.127 0.057
C -1.770 -0.365 0.240
C -0.468 0.231 -0.206
O 0.509 -0.793 -0.242
C 1.727 -0.475 0.142
O 2.482 -1.516 0.066
O -2.810 0.259 0.220
Ag 3.146 1.686 0.042
H -1.760 -1.427 0.555
H -0.199 1.044 0.487
H -0.589 0.679 -1.204
Li -3.768 1.804 -0.156
*
```

Atomic partial charges in e from the natural (NBO) method, atoms 1 to 4: H 0.537; C 0.513; C -0.201; O -0.508


# 6
A molecular structure, C14H15Cl5F6NO7PS2Sn, computed with ωB97M-V/def2-TZVPD.

Properties
Energy relative to the best compared isomer or geometry (same formula, charge and spin): 0.0 kcal per mole
Orbital gap: 7.025 eV

The geometry in ORCA input format:
```
! RIJCOSX wB97M-V def2-TZVPD def2/J DEFGRID3
* xyz 2 1
Sn -0.567 1.076 -0.108
Cl -3.071 1.022 1.513
C -3.486 0.896 -0.177
C -2.416 0.892 -1.052
C -2.611 0.585 -2.384
Cl -1.221 0.402 -3.384
C -3.902 0.399 -2.870
Cl -4.154 0.062 -4.521
C -4.988 0.483 -1.983
Cl -6.569 0.264 -2.563
C -4.787 0.713 -0.611
Cl -6.084 0.740 0.490
F 3.532 1.993 -2.382
C 3.279 3.085 -1.686
F 4.215 3.312 -0.801
F 3.080 4.112 -2.466
S 1.727 2.723 -0.705
O 0.589 2.282 -1.563
O 2.049 1.614 0.192
N 1.427 4.066 0.026
S 0.413 3.963 1.229
O -0.591 2.862 0.923
O -0.172 5.190 1.585
C 1.341 3.320 2.742
F 2.633 3.407 2.532
F 0.975 4.034 3.769
F 0.996 2.041 2.935
C -0.282 -1.496 3.208
C 1.134 -1.244 2.771
O 1.339 -1.594 1.346
P 0.600 -1.167 0.068
O -0.707 -1.927 -0.208
C -0.826 -3.398 -0.498
C -2.239 -3.799 -0.194
O 1.556 -1.373 -1.113
C 3.044 -1.192 -1.144
C 3.686 -2.546 -1.234
H -0.358 -1.295 4.278
H -0.570 -2.534 3.042
H -1.003 -0.846 2.706
H 1.845 -1.886 3.282
H 1.454 -0.212 2.876
H -0.093 -3.907 0.126
H -0.564 -3.507 -1.547
H -2.468 -3.693 0.865
H -2.367 -4.847 -0.468
H -2.944 -3.211 -0.780
H 3.327 -0.638 -0.253
H 3.203 -0.586 -2.031
H 3.507 -3.133 -0.334
H 4.763 -2.411 -1.340
H 3.328 -3.093 -2.104
*
```

Atomic partial charges in e from the natural (NBO) method, atoms 1 to 4: Sn 1.759; Cl 0.108; C -0.046; C -0.570


# 7
3 unconnected molecules or ions with the total composition C19H31NO10P2 at a distorted geometry, computed with ωB97M-V/def2-TZVPD.

Properties
SMILES: NCCCc1cccc2c1C(=O)C=CC2=O.COP(=O)(OC)OC.COP(=O)(OC)OC
Energy relative to the best compared isomer or geometry (same formula, charge and spin): 0.0 kcal per mole
Orbital gap: 8.476 eV

The geometry in ORCA input format:
```
! RIJCOSX wB97M-V def2-TZVPD def2/J DEFGRID3
* xyz 0 1
N 5.581 -2.195 2.140
C 6.559 -1.312 1.463
C 6.051 0.171 1.241
C 4.499 0.374 1.409
C 3.622 -0.491 0.454
C 4.173 -0.748 -0.890
C 3.432 -1.583 -1.818
C 2.166 -2.145 -1.375
C 1.601 -1.890 -0.076
C 2.348 -1.037 0.893
C 1.704 -0.810 2.275
O 2.289 -0.649 3.319
C 0.140 -0.840 2.317
C -0.529 -1.648 1.454
C 0.240 -2.491 0.418
O -0.119 -3.560 -0.017
H 4.987 -2.566 1.386
H 6.043 -3.040 2.497
H 7.452 -1.245 2.147
H 6.862 -1.719 0.454
H 6.403 0.514 0.227
H 6.563 0.846 1.979
H 4.293 1.457 1.152
H 4.254 0.264 2.489
H 5.141 -0.323 -1.218
H 3.834 -1.820 -2.825
H 1.603 -2.811 -2.063
H -0.464 -0.235 3.025
H -1.640 -1.686 1.513
C -5.457 -0.316 0.298
O -5.861 0.291 1.525
P -4.869 0.130 2.767
O -3.474 0.507 2.490
O -5.070 -1.378 3.225
C -6.395 -1.882 3.393
O -5.585 0.968 3.911
C -5.222 2.345 4.031
H -6.348 -0.524 -0.293
H -4.812 0.368 -0.253
H -4.928 -1.255 0.476
H -6.708 -2.380 2.474
H -7.105 -1.091 3.636
H -6.385 -2.609 4.203
H -5.996 2.858 4.599
H -5.132 2.815 3.050
H -4.276 2.427 4.566
C 0.293 0.789 -2.039
O -0.580 1.308 -3.044
P 0.074 1.616 -4.468
O 0.847 0.510 -5.041
O 0.904 2.952 -4.232
C 0.281 4.046 -3.562
O -1.170 2.099 -5.334
C -1.872 1.099 -6.072
H -0.118 1.036 -1.060
H 0.359 -0.293 -2.136
H 1.292 1.225 -2.119
H 0.525 4.001 -2.500
H -0.803 4.037 -3.686
H 0.676 4.972 -3.976
H -2.855 1.489 -6.333
H -1.998 0.190 -5.481
H -1.326 0.870 -6.987
*
```

Atomic partial charges in e from the natural (NBO) method, atoms 1 to 4: N -0.834; C -0.227; C -0.400; C -0.455


# 8
A molecular structure, C32H39ClCoN8O6 at a distorted geometry, computed with ωB97M-V/def2-TZVPD.

Properties
Orbital gap (alpha / beta): 5.416 / 5.365 eV
⟨S²⟩: 1.2023

The geometry in ORCA input format:
```
! RIJCOSX wB97M-V def2-TZVPD def2/J DEFGRID3
* xyz 0 2
Co -0.417 -0.360 -0.097
N -0.310 -0.619 2.096
C -0.662 -1.981 2.522
C -1.470 -2.090 3.841
C -2.332 -0.900 4.320
C -3.455 -0.293 3.437
N -4.201 -1.194 2.571
C -5.040 -2.127 2.987
N -5.480 -2.102 4.258
N -5.488 -3.044 2.132
C -1.302 -2.744 1.335
O -1.955 -3.777 1.583
O -1.068 -2.290 0.190
H 0.687 -0.447 2.289
H -0.841 0.074 2.606
H 0.273 -2.530 2.670
H -0.753 -2.246 4.650
H -2.067 -2.999 3.771
H -1.652 -0.082 4.572
H -2.780 -1.213 5.266
H -3.043 0.455 2.770
H -4.170 0.224 4.084
H -3.947 -1.164 1.588
H -5.272 -1.326 4.858
H -6.147 -2.781 4.570
H -4.730 -3.399 1.505
H -6.103 -3.755 2.493
C 6.070 0.942 -2.206
C 6.255 0.943 -0.714
C 7.205 1.738 -0.098
C 7.361 1.708 1.281
Cl 8.569 2.717 2.025
C 6.560 0.902 2.063
C 5.595 0.105 1.460
C 5.449 0.111 0.079
O 4.570 -0.657 -0.611
C 3.665 -1.488 0.098
C 2.571 -0.683 0.827
O 2.594 -0.651 2.070
O 1.738 -0.083 0.075
H 6.608 1.770 -2.665
H 5.010 1.012 -2.454
H 6.435 0.006 -2.632
H 7.829 2.390 -0.695
H 6.675 0.896 3.138
H 4.949 -0.499 2.081
H 4.182 -2.139 0.807
H 3.182 -2.080 -0.674
C -4.318 2.851 -0.409
N -2.896 2.825 -0.093
C -2.155 3.963 -0.113
C -0.815 3.939 0.066
C -0.200 2.676 0.286
N -0.944 1.572 0.356
C -2.283 1.600 0.139
O -2.952 0.565 0.153
N 1.109 2.516 0.469
H -4.519 3.626 -1.145
H -4.917 3.033 0.484
H -4.586 1.883 -0.821
H -2.701 4.878 -0.296
H -0.235 4.849 0.040
H 1.733 3.269 0.235
H 1.456 1.543 0.411
C -3.453 1.493 -4.383
C -3.106 0.153 -4.522
C -2.118 -0.404 -3.732
C -1.428 0.361 -2.772
C -1.774 1.714 -2.665
C -2.776 2.265 -3.453
N -0.433 -0.226 -1.991
C 0.553 -0.925 -2.698
C 0.917 -2.234 -2.360
C 1.904 -2.899 -3.071
C 2.558 -2.283 -4.128
C 2.199 -0.987 -4.480
C 1.208 -0.320 -3.784
H -4.224 1.927 -5.007
H -3.607 -0.464 -5.259
H -1.860 -1.450 -3.836
H -1.208 2.351 -1.997
H -3.004 3.323 -3.363
H 0.391 -2.720 -1.546
H 2.163 -3.918 -2.805
H 3.334 -2.803 -4.674
H 2.701 -0.491 -5.303
H 0.937 0.694 -4.053
*
```

Atomic partial charges in e from the Mulliken method, atoms 1 to 4: Co 0.639; N -0.265; C 0.124; C -0.733


# 9
A molecular structure, C22H40N2Si4Zn at a distorted geometry, computed with ωB97M-V/def2-TZVPD.

Properties
Orbital gap (alpha / beta): 2.488 / 2.488 eV

The geometry in ORCA input format:
```
! RIJCOSX wB97M-V def2-TZVPD def2/J DEFGRID3
* xyz -2 1
Zn 0.065 -0.039 -0.629
C -3.129 2.569 -0.744
C -1.743 3.067 -0.430
C -1.501 4.431 -0.167
C -0.208 4.780 0.241
C 0.837 3.890 0.252
C 0.525 2.518 -0.084
N -0.764 2.180 -0.479
N 1.381 1.500 -0.075
Si 3.100 1.485 0.453
C 3.456 -0.375 0.435
C 3.309 2.218 2.222
C 4.346 2.391 -0.624
H -3.866 2.933 0.041
H -3.184 1.473 -0.762
H -3.409 2.918 -1.782
H -2.342 5.093 -0.254
H -0.031 5.797 0.602
H 1.852 4.157 0.558
H 3.918 -0.660 1.337
H 4.087 -0.597 -0.396
H 2.509 -0.870 0.312
H 2.757 1.730 3.000
H 3.028 3.293 2.276
H 4.356 2.204 2.567
H 4.816 1.643 -1.296
H 5.181 2.911 -0.165
H 3.838 3.103 -1.304
C 0.433 -0.525 3.519
Si -0.908 -0.755 2.200
C -2.197 0.651 2.334
C -1.996 -2.283 2.677
C -2.728 -2.823 3.731
C -3.409 -3.996 3.529
C -3.187 -4.798 2.416
C -2.324 -4.390 1.401
C -1.822 -3.071 1.515
Si -1.050 -2.142 0.026
C 0.375 -3.273 -0.629
C -2.538 -2.400 -1.166
H 0.962 -1.463 3.714
H -0.046 -0.196 4.479
H 1.133 0.259 3.187
H -2.678 0.618 3.290
H -2.911 0.672 1.526
H -1.728 1.667 2.340
H -2.755 -2.261 4.648
H -4.077 -4.358 4.328
H -3.621 -5.812 2.364
H -1.963 -5.008 0.586
H 0.239 -4.291 -0.236
H 1.405 -2.903 -0.425
H 0.274 -3.236 -1.709
H -2.292 -3.193 -1.896
H -2.774 -1.494 -1.784
H -3.383 -2.727 -0.583
C 1.257 1.487 -3.881
Si 0.676 -0.125 -3.019
C -0.663 -0.784 -4.236
C 2.176 -1.282 -3.436
H 2.101 1.338 -4.571
H 1.639 2.169 -3.076
H 0.472 2.040 -4.380
H -0.289 -1.677 -4.757
H -0.852 0.077 -4.920
H -1.595 -1.010 -3.710
H 1.935 -2.333 -3.300
H 2.978 -1.017 -2.745
H 2.547 -1.094 -4.457
*
```

Atomic partial charges in e from the natural (NBO) method, atoms 1 to 4: Zn 1.268; C -0.650; C 0.266; C -0.400


# 10
A molecular structure, C5H16N4O at a distorted geometry, computed with ωB97M-V/def2-TZVPD.

Properties
Energy relative to the best compared isomer or geometry (same formula, charge and spin): 47.0 kcal per mole
Orbital gap: 8.761 eV

The geometry in ORCA input format:
```
! RIJCOSX wB97M-V def2-TZVPD def2/J DEFGRID3
* xyz 0 1
C -1.351 0.834 -0.491
C -1.960 2.213 -0.256
C -2.235 -0.145 -1.252
C 0.050 0.918 -1.095
N -1.251 0.429 0.993
H -1.750 -0.443 1.164
H -0.299 0.300 1.345
H -1.597 2.950 -0.972
H -1.648 1.869 1.050
H -3.047 2.189 -0.301
H -1.782 -1.139 -1.308
H -3.213 -0.228 -0.776
H -2.389 0.224 -2.265
H 0.534 -0.059 -1.118
H 0.676 1.597 -0.515
H -0.018 1.311 -2.109
C 2.376 -1.066 0.846
N 0.757 -2.668 0.226
N 3.655 -0.664 0.587
O 2.015 -2.038 -0.032
N 1.577 -0.694 1.762
H 0.092 -1.897 0.307
H 0.824 -3.046 1.171
H 4.062 -0.972 -0.281
H 3.948 0.236 0.927
H 1.974 -0.009 2.394
*
```

Atomic partial charges in e from the natural (NBO) method, atoms 1 to 4: C 0.112; C -0.742; C -0.622; C -0.620


# 11
A single C2H5N3O2 molecule, computed with ωB97M-V/def2-TZVPD.

Properties
SMILES: CN1O[C@]2(N)ON12
Energy relative to the best compared isomer or geometry (same formula, charge and spin): 159.2 kcal per mole
Orbital gap: 9.595 eV

The geometry in ORCA input format:
```
! RIJCOSX wB97M-V def2-TZVPD def2/J DEFGRID3
* xyz 0 1
C 2.011 0.062 -0.183
N 0.905 -0.734 0.335
O -0.123 0.391 1.016
C -1.108 -0.155 0.280
N -2.222 0.561 0.106
O -1.162 -1.486 0.146
N 0.034 -1.010 -0.696
H 1.688 0.827 -0.894
H 2.686 -0.641 -0.675
H 2.521 0.514 0.664
H -2.180 1.565 0.138
H -3.051 0.106 -0.238
*
```

Atomic partial charges in e from the natural (NBO) method, atoms 1 to 4: C -0.455; N 0.008; O -0.475; C 0.803


Calculated total energy list, top to bottom, in hartree: -2745.25181; -3814.23721; -289.86076; -358.70014; -496.58003; -5375.51433; -2232.57252; -3975.36203; -3909.08190; -494.24707; -393.76563